The following is a quantum chemistry calculation of a single C16H15BrN4O4 molecule, from the OMol25 dataset.

Element x y z (Å)
C 1.01861 -1.95138 -1.04500
N 1.66924 3.05143 1.94509
H 1.99102 -3.56615 -1.90510
O -4.91458 0.01770 -0.01134
C -3.60848 -0.24491 0.29458
Br -0.92062 -2.88904 1.87434
C 1.20187 1.06353 1.01425
C 0.91936 1.91362 2.16704
H -0.81266 -1.15093 -1.79461
H 0.75902 -0.71368 1.97221
O -3.59341 1.77098 -0.71425
H -3.67050 -2.17675 1.22414
H 2.82696 2.30038 -1.70944
H 3.14369 3.43596 0.57769
C 2.61044 1.39839 -1.14097
C 0.62191 -0.31699 0.95362
O 3.57178 -1.01925 1.10827
C -3.06372 -1.34875 0.89890
H 4.09363 -2.67137 -0.90734
N 2.11704 -2.62161 -1.55833
O 0.19885 1.73179 3.12697
N 2.21918 3.02916 0.66701
C -0.27556 -2.09478 -1.76687
C -1.44767 0.81506 0.05645
H -5.36636 1.23066 -1.61408
H -0.90860 -2.83065 -1.27096
N 3.14847 -2.44199 -0.64439
H 1.51358 3.93587 2.40225
H -0.09159 -2.43065 -2.78520
C -2.80715 0.81794 -0.12645
C 1.38771 -1.22965 0.04291
H -5.51238 1.99053 0.00718
C -4.91920 1.29642 -0.61009
C -0.86310 -0.28880 0.68586
H -0.84366 1.64516 -0.26845
H 3.54092 0.85464 -0.97951
H 1.94030 0.76431 -1.71450
C 2.00389 1.75559 0.16934
C 2.80323 -1.49337 0.29706
C -1.68144 -1.33844 1.08171

Values from the calculation:
- total energy (eV) = -101027.1593
- HOMO level (Ha) = -0.2966
- total charge = 0